Record 1
DFT (ωB97M-V/def2-TZVPD) results for 2 unconnected molecules or ions with the total composition C2H2NO2S in a non-equilibrium geometry.

Cartesian coordinates (Å):
1 H -0.85 0.56 -0.25
2 O -2.46 -0.27 0.36
3 O 1.93 1.04 -0.90
4 N 1.34 -2.56 0.12
5 H -2.17 1.78 0.12
6 C -1.80 0.74 0.20
7 S 2.30 0.13 0.28
8 C 1.71 -1.43 0.07

Computed properties:
Multiplicity = 1
Energy relative to the best compared isomer or geometry (same formula, charge and spin) = 59.36 kcal per mole
Orbital gap = 6.52 eV
E_HOMO = -2.789 eV
Total charge = -1

Atomic partial charges in e from the natural (NBO) method, atoms 1 to 5: 0.15, -0.51, -1.07, -0.47, 0.09

---

Record 2
DFT (ωB97M-V/def2-TZVPD) results for a gas-phase ion, C2H2NO2S (charge -1) in a non-equilibrium geometry.

Cartesian coordinates (Å):
1 N 0.84 1.20 0.97
2 H -0.73 -1.58 1.28
3 C 0.79 1.34 -0.27
4 O -0.50 -1.97 -1.03
5 O -1.74 -0.17 0.05
6 C 1.09 -0.04 0.10
7 S -0.49 -0.90 -0.05
8 H 0.75 2.12 -1.06

Computed properties:
Multiplicity = 1
Structure (SMILES) = O=[S@@H]([O-])=c1cn1
Energy relative to the best compared isomer or geometry (same formula, charge and spin) = 124.95 kcal per mole
Orbital gap = 7.31 eV
E_HOMO = -3.215 eV
Total charge = -1

Atomic partial charges in e from the natural (NBO) method, atoms 1 to 5: -0.39, -0.12, 0.01, -0.99, -1.02

---

Record 3
DFT (ωB97M-V/def2-TZVPD) results for a gas-phase ion, C2H2NO2S2 (charge -1) in a non-equilibrium geometry.

Cartesian coordinates (Å):
1 O 1.06 -0.34 1.70
2 C 0.56 0.01 0.67
3 H -0.56 -1.75 0.52
4 C -0.19 -1.14 -0.27
5 H -1.02 -0.79 -0.88
6 S -0.21 2.12 -0.80
7 O -1.36 2.70 -0.06
8 S 1.13 -1.96 -1.02
9 N 0.59 1.16 0.15

Computed properties:
Multiplicity = 1
Energy relative to the best compared isomer or geometry (same formula, charge and spin) = 70.51 kcal per mole
Orbital gap (alpha / beta) = 8.12 / 5.18 eV
E_HOMO (alpha / beta) = -4.633 / -3.167 eV
Total charge = -1

Atomic partial charges in e from the natural (NBO) method, atoms 1 to 5: -0.63, 0.68, 0.22, -0.67, 0.20

---

Record 4
DFT (ωB97M-V/def2-TZVPD) results for a molecular structure, C2H2NO2S2 in a non-equilibrium geometry.

Cartesian coordinates (Å):
1 N 1.15 0.33 -0.30
2 H -0.59 -0.50 -0.38
3 C -0.01 0.21 0.06
4 O 4.39 -1.76 -0.95
5 O 4.05 -1.16 1.23
6 H -0.62 0.80 0.71
7 C 4.13 -1.18 0.05
8 S 2.17 1.44 0.37
9 S 3.99 1.06 -0.42

Computed properties:
Multiplicity = 1
Energy relative to the best compared isomer or geometry (same formula, charge and spin) = 32.30 kcal per mole
Orbital gap = 6.71 eV
E_HOMO = -3.117 eV
Total charge = -1

Atomic partial charges in e from the natural (NBO) method, atoms 1 to 5: -0.56, 0.14, -0.12, -0.64, -0.63

---

Record 5
DFT (ωB97M-V/def2-TZVPD) results for a gas-phase ion, C2H2NO2S2 (charge +1) in a non-equilibrium geometry.

Cartesian coordinates (Å):
1 S -2.01 -1.45 -0.33
2 H -0.04 1.57 -0.08
3 C -0.66 -0.31 -0.09
4 N -3.17 -0.44 0.30
5 O -4.33 -0.65 0.30
6 S -2.34 1.86 -0.18
7 C -0.90 1.05 -0.09
8 O 0.60 -0.69 -0.26
9 H 0.94 -1.19 0.48

Computed properties:
Multiplicity = 3
Energy relative to the best compared isomer or geometry (same formula, charge and spin) = 0.00 kcal per mole
Orbital gap (alpha / beta) = 8.12 / 6.88 eV
E_HOMO (alpha / beta) = -14.172 / -14.750 eV
Total charge = +1

Atomic partial charges in e from the natural (NBO) method, atoms 1 to 5: 0.63, 0.27, 0.23, -0.01, -0.13

---

Record 6
DFT (ωB97M-V/def2-TZVPD) results for 2 unconnected molecules or ions with the total composition C2H2NO3 in a non-equilibrium geometry.

Cartesian coordinates (Å):
1 H -0.14 0.44 -0.83
2 O -0.43 -1.34 0.44
3 N 1.88 0.69 0.58
4 C 0.08 -0.70 -0.45
5 O 3.11 -0.15 -1.32
6 H 0.89 -1.03 -1.11
7 O 2.98 -0.36 1.06
8 C 2.69 0.12 -0.21

Computed properties:
Multiplicity = 1
Energy relative to the best compared isomer or geometry (same formula, charge and spin) = 112.33 kcal per mole
Orbital gap = 8.00 eV
E_HOMO = -3.721 eV
Total charge = -1

Atomic partial charges in e from the natural (NBO) method, atoms 1 to 5: 0.08, -0.58, -0.39, 0.28, -0.72

---

Record 7
DFT (ωB97M-V/def2-TZVPD) results for a gas-phase ion, C2H2NO3 (charge -1) in a non-equilibrium geometry.

Cartesian coordinates (Å):
1 H 0.81 -0.27 1.00
2 N -0.03 -0.79 0.86
3 O 0.12 -1.64 -0.27
4 C -2.29 -0.05 -0.01
5 O -2.42 1.18 0.07
6 H -0.05 0.36 -0.80
7 O -3.03 -1.00 0.00
8 C -0.70 -0.25 -0.23

Computed properties:
Multiplicity = 1
Structure (SMILES) = O=C([O-])[C@H]1NO1
Energy relative to the best compared isomer or geometry (same formula, charge and spin) = 100.67 kcal per mole
Orbital gap = 8.70 eV
E_HOMO = -4.372 eV
Total charge = -1

Atomic partial charges in e from the natural (NBO) method, atoms 1 to 5: 0.30, -0.35, -0.47, 0.76, -0.77

---

Record 8
DFT (ωB97M-V/def2-TZVPD) results for 3 unconnected molecules or ions with the total composition C2H2NO3 in a non-equilibrium geometry.

Cartesian coordinates (Å):
1 N 3.95 0.40 0.21
2 H -0.44 -0.86 0.75
3 H 1.76 0.67 0.02
4 C -2.51 -0.16 -0.41
5 C 2.80 0.47 0.20
6 O -2.87 -1.01 0.30
7 O -0.22 -0.25 0.09
8 O -2.48 0.73 -1.16

Computed properties:
Multiplicity = 1
Energy relative to the best compared isomer or geometry (same formula, charge and spin) = 48.09 kcal per mole
Orbital gap = 7.65 eV
E_HOMO = -3.775 eV
Total charge = -1

Atomic partial charges in e from the natural (NBO) method, atoms 1 to 5: -0.43, 0.41, 0.30, 1.08, 0.11

---

Record 9
DFT (ωB97M-V/def2-TZVPD) results for 2 unconnected molecules or ions with the total composition C2H2NO3S in a non-equilibrium geometry.

Cartesian coordinates (Å):
1 S 0.83 0.88 1.47
2 O -1.47 -1.85 -0.42
3 O 1.02 2.31 1.16
4 H 0.13 1.68 -1.09
5 O -0.31 -2.16 1.45
6 N 0.14 0.62 -1.08
7 C 0.38 0.02 0.12
8 C -0.72 -1.72 0.46
9 H 0.01 0.22 -2.08

Computed properties:
Multiplicity = 1
Energy relative to the best compared isomer or geometry (same formula, charge and spin) = 30.55 kcal per mole
Orbital gap = 7.33 eV
E_HOMO = -3.325 eV
Total charge = -1

Atomic partial charges in e from the natural (NBO) method, atoms 1 to 5: 0.86, -0.66, -1.08, 0.37, -0.64

---

Record 10
DFT (ωB97M-V/def2-TZVPD) results for a gas-phase ion, C2H2NO3S (charge -1) in a non-equilibrium geometry.

Cartesian coordinates (Å):
1 O -1.00 -2.35 0.10
2 O -1.81 1.49 -0.07
3 C -0.60 1.48 0.01
4 H 1.11 -1.56 0.11
5 H 2.10 -0.02 0.03
6 S -1.34 -0.90 0.14
7 C -0.05 0.05 -0.15
8 N 1.39 -0.60 -0.41
9 O 0.21 2.42 0.23

Computed properties:
Multiplicity = 3
Energy relative to the best compared isomer or geometry (same formula, charge and spin) = 4.53 kcal per mole
Orbital gap (alpha / beta) = 6.10 / 6.75 eV
E_HOMO (alpha / beta) = -2.344 / -4.767 eV
Total charge = -1

Atomic partial charges in e from the natural (NBO) method, atoms 1 to 5: -0.85, -0.70, 0.70, 0.39, 0.38

---

- Look up the multiplicity of the tenth one.
  3

---

- The highest energy relative to the best compared isomer or geometry (same formula, charge and spin) belongs to which entry?
  number 2

---

- What is the energy relative to the best compared isomer or geometry (same formula, charge and spin) in the sixth record?
  112.33 kcal per mole

---

- Which formula does entry 6 have?
  C2H2NO3